45
Properties=species:S:1:pos:R:3:mulliken_charge:R:1 method="wB97M-V/def2-TZVPD" de_lowest_ev=3.316 total_charge=+1 e_lumo_ev=-2.9 homo_ev=-13.125 energy_ha=-977.27276 gap_ev=10.20
O -1.08295 1.49707 1.93195 -0.5574
H 0.02547 -0.22387 1.46569 0.3356
O -0.00862 3.40815 -1.65467 -0.5870
H -0.05512 4.15547 -2.25154 0.2913
H 0.28587 -2.10612 -2.41729 0.3041
H 2.36375 -1.14229 3.92231 0.3503
H 3.65429 -2.69943 1.56699 0.2146
H -1.70247 2.06079 1.39864 0.3510
H -2.70404 -1.20327 -0.63957 0.2815
H 2.20167 1.88126 -2.49629 0.2948
H -0.10962 0.30083 -3.95904 0.3308
O -2.37114 2.60063 -0.18503 -0.7435
H 2.55855 -2.82832 3.58680 0.4569
O 2.24275 0.96064 -2.53097 -0.5353
C 0.63498 -2.67468 1.34293 -1.7005
H 0.42665 -3.24374 -3.42882 0.3039
H -0.59002 2.14495 2.33095 0.2596
H 4.28156 -0.15639 2.19156 0.3409
C 1.72881 -1.75824 0.98446 0.5162
H 1.08939 -0.08722 -0.00500 0.1688
O -2.90064 1.12734 -2.29069 -0.6691
C 2.97131 -1.76325 1.88458 0.1973
H -2.11765 0.90692 -2.94805 0.3492
H -2.90446 -0.09448 2.52070 0.3024
H 0.23010 -2.37297 2.34831 0.4668
H 2.67437 0.67283 -3.25871 0.2660
O -3.24429 -0.69515 0.05077 -0.6076
H -0.05503 -2.76967 0.53061 0.3498
N 1.02271 -0.36353 0.98246 -0.2176
H -0.61524 3.49053 -0.87901 0.3140
H 0.98083 -3.63759 1.47961 0.5055
H 2.18360 -1.76051 -0.03108 0.3885
O 3.50466 -0.41700 1.65473 -0.5997
H 3.92080 -2.04916 3.83407 0.4494
H -4.10572 -0.88153 3.10797 0.3358
H -3.26392 0.15227 -0.34387 0.3243
H 1.64329 0.32672 1.52625 0.3897
H -3.58680 1.52263 -2.87561 0.2998
O -3.18476 -0.55421 3.37792 -0.6518
C 2.94772 -1.89104 3.36385 -1.6408
H 0.07674 1.48179 -2.92492 0.3132
O -0.33375 1.23686 -3.80766 -0.6760
O 0.13855 -2.35046 -3.39282 -0.6041
H -3.27112 2.68790 0.04421 0.3463
H -2.45005 2.02863 -0.95630 0.3920



96
Properties=species:S:1:pos:R:3:mulliken_charge:R:1 method="wB97M-V/def2-TZVPD" de_lowest_ev=0.077 multiplicity=5 total_charge=+1 e_lumo_ev="-2.3 / -6.0" homo_ev="-10.031 / -11.838" energy_ha=-4168.56017 gap_ev="7.70 / 5.82"
O 2.73872 -0.38364 1.22023 -0.6153
H -2.94040 0.58035 -3.33816 0.5127
H 0.62121 -5.34601 -0.33269 0.2487
C -2.65505 -0.25254 2.98355 -0.8369
H 4.03608 4.22101 -0.76582 0.3121
H -3.24219 -4.30364 -1.72886 0.2879
C 3.92361 1.40522 -1.49917 -2.0994
H 2.41557 0.03945 -3.20924 0.6063
N 3.00498 -2.47729 2.60909 -0.6828
F 1.52410 -1.15346 4.57250 -0.2566
H -3.96752 0.75731 0.77987 0.2639
C 1.82336 0.48401 -2.40194 -2.4696
O 4.43876 -0.51076 3.01463 -0.6700
H 1.79032 -0.28509 -1.61127 0.0261
Si 1.50867 2.49294 -0.42889 -0.5096
Si -0.83049 -3.72620 -1.55887 0.6983
H -3.13334 1.77508 -0.41247 -0.2126
C 1.69031 4.27349 1.79023 -1.9775
H -1.30836 2.27222 0.61178 -0.1155
S 1.88904 -3.17677 1.75443 0.7499
H -2.56918 -3.09150 4.40958 0.4443
H 2.61198 5.26468 -0.69540 0.3085
H 0.34572 5.44395 -0.63581 0.3391
H -2.28955 -4.88591 -3.08348 0.4479
C -2.45560 -4.02107 -2.43265 -1.1750
C -0.00368 4.77346 -1.41935 -1.8129
H -0.23977 2.53870 -2.99694 0.4389
H -2.33823 0.51154 2.27155 -0.1296
C -1.16170 3.29283 0.23264 -1.8074
H -4.62377 -2.71370 -1.70516 0.2671
H 3.19265 2.30862 -3.89087 0.5593
C -0.82012 2.53215 -2.07492 -1.3894
H -3.65367 0.01378 3.34105 0.4963
C -0.16356 3.32314 -0.93579 2.8863
Si -3.36885 -0.55276 -1.26656 0.1485
H -4.35047 -3.25749 0.93976 0.3358
C -1.93268 -3.18572 3.52214 -0.9596
H -1.40344 -0.00705 -2.70708 -0.5398
Si -2.65377 -1.99617 2.29156 0.8356
H 4.54079 2.28041 -1.29498 0.4020
H 0.13511 -2.04562 -3.12406 0.2081
H 4.39415 2.34295 0.88155 0.3106
H -5.02576 -1.73789 1.55940 0.3171
H -4.80236 -3.11295 2.63401 0.4652
H -0.86164 3.90983 1.07617 0.3987
Rh 0.68445 0.19886 0.44136 0.7410
S 3.17955 -0.91843 2.50680 1.0666
C 2.56863 3.57521 0.74002 2.6413
H -2.50599 -1.13232 -3.52044 0.3852
C 2.49281 1.78310 -1.91782 3.2779
C -2.44839 -0.27189 -2.85219 -0.0802
F 2.45312 0.78747 4.37850 -0.2156
H 3.07498 3.69958 -2.81837 0.3000
O 2.24407 -3.48311 0.39782 -0.6901
Sb -1.12981 -1.75092 0.17381 -0.5121
H -0.30709 -6.04277 -1.66585 0.4302
H 1.61841 3.00758 -3.53144 0.3273
C 3.28797 4.65136 -0.09886 -1.8436
C -0.34948 -5.35323 -0.81471 -1.0365
C 1.81528 -4.75894 2.69724 0.4870
C -4.82460 -1.67978 -1.43392 -0.9846
C -3.83092 0.94577 -0.28528 -0.5845
H -5.38357 -1.22496 -2.26545 0.4153
H 0.81158 0.63596 -2.78035 0.2768
H 2.33673 4.84733 2.46088 0.5875
H 0.68382 4.85454 -2.26429 0.3393
H 3.94657 0.75797 -0.62173 0.1351
H -1.97537 -0.20133 3.83722 0.3856
H -2.80622 -3.20316 -3.06382 0.3276
C -4.36157 -2.57471 1.79028 -1.1536
C 3.63465 2.79295 1.51797 -1.6560
C 2.58918 2.76297 -3.09750 -1.6370
C 1.92149 -0.22295 3.71826 0.5564
H -0.98564 1.49325 -1.78224 -0.9051
O 0.55888 -2.57632 1.90142 -0.6286
H -4.80890 1.23766 -0.68941 0.5370
H -0.90868 -2.95135 3.80252 0.0858
H -2.13717 3.65768 -0.11165 0.5691
H 0.97840 4.97422 1.35757 0.3756
H -0.97756 5.14894 -1.75373 0.5552
H 4.14270 3.48114 2.20030 0.6371
H 3.19698 2.00111 2.12685 0.0609
C 0.45735 -2.98940 -2.67763 -0.9519
H -1.98167 -4.22374 3.18291 0.3339
F 2.96064 -5.40208 2.57607 -0.1909
H 4.39771 0.86306 -2.32370 0.6143
F 0.82813 0.23881 3.06205 -0.1973
H 1.13755 3.55531 2.40545 0.2838
H 0.67285 -3.69035 -3.48947 0.5547
F 0.82536 -5.49579 2.18931 -0.1652
H 1.38376 -2.81938 -2.12634 0.2292
H -1.79550 2.97781 -2.30743 0.7750
H 3.81727 5.32307 0.58547 0.5779
H -5.46261 -1.64851 -0.55208 0.3603
F 1.55201 -4.51618 3.97386 -0.1773
H -1.10212 -5.73497 -0.12350 0.3250



36
Properties=species:S:1:pos:R:3:mulliken_charge:R:1 method="wB97M-V/def2-TZVPD" de_lowest_ev=0.000 total_charge=-2 e_lumo_ev="2.3 / 2.3" homo_ev="-1.796 / -1.792" energy_ha=-2800.24596 gap_ev="4.13 / 4.09"
H -0.22994 2.88255 -1.68642 0.4061
H -1.20088 2.39306 -3.14035 0.2713
C -1.02054 -2.82120 -1.17995 -1.5851
C 0.87763 0.33986 -1.71042 0.4237
H -1.90375 2.32237 -1.47191 0.4250
C -0.51245 -1.48645 -1.50252 0.5226
C 1.97439 -1.96372 -1.37579 -1.5066
C 2.02460 1.23087 -1.62735 -1.2695
H -3.25595 -1.07018 -1.19963 0.3539
H 2.90717 -1.39762 -1.45228 0.3292
H 2.91091 0.63773 -1.82611 0.5227
C -0.97313 2.16081 -2.07036 -1.6646
H 1.94501 2.06967 -2.34730 0.4094
H 2.10283 1.58998 -0.55832 0.0244
C -0.45737 0.78495 -1.90369 0.8161
H 1.93018 -2.75699 -2.14031 0.3407
C -1.31323 -0.35521 -1.82394 0.7651
C 0.84251 -1.07211 -1.50244 0.7485
H 1.96381 -2.42972 -0.38297 0.2977
H -0.24173 -3.36664 -0.62231 0.3722
Cl 0.38425 0.38236 6.15084 1.6457
C -2.79411 -0.31686 -1.89630 -1.5689
H -1.26928 -3.40748 -2.06683 0.2901
O 1.36038 -0.37461 6.94551 -0.6543
O -0.12528 1.51315 6.87740 -0.6248
Pb 0.31846 0.98819 2.53309 0.9330
H -3.20434 -0.48883 -2.92973 0.2985
H 2.14476 2.30832 1.82955 0.2108
O -0.68934 -0.47781 5.69318 -0.6083
Cl 1.39522 -1.32230 2.08209 -0.6466
Cl -0.31620 3.22210 1.08434 -0.7213
O 1.93261 1.51853 1.36576 -0.7836
Cl -3.54622 -0.06136 1.01806 -0.7990
H -3.20352 0.65925 -1.53257 0.2993
H -1.89982 -2.74880 -0.53608 0.4175
O 1.14237 0.91414 4.90604 -0.6909